Entry 1:
Here is 2 unconnected molecules or ions with the total composition C9H14O from the OMol25 dataset. Energies are from the ωB97M-V functional and the def2-TZVPD basis.

```
24
Properties=species:S:1:pos:R:3:forces:R:3
C 1.493344 0.865689 -2.309236 0.330 1.446 -1.213
C 0.266437 0.806958 -1.466551 -0.116 -0.916 0.566
C -0.477495 -0.374654 -1.270034 0.331 0.947 -0.906
C -1.494394 -0.452019 -0.336395 1.015 -0.030 -0.121
C -1.630215 0.597468 0.578189 -0.372 -0.950 0.207
O -2.485370 0.480481 1.640882 -0.306 0.159 0.548
C -0.905648 1.764623 0.447392 0.233 -0.491 -0.990
C -0.012814 1.868722 -0.639715 -0.834 0.894 1.431
H 2.357032 1.114673 -1.689742 0.158 -0.716 0.050
H 1.495424 1.745929 -2.978920 -0.425 -0.111 0.165
H 1.668840 0.055750 -3.013675 0.023 -0.441 0.506
H -0.264484 -1.181788 -1.961267 -0.137 -0.247 0.215
H -2.012929 -1.400373 -0.288264 -0.384 0.187 0.383
H -2.572877 -0.428122 1.965843 0.149 0.286 -0.481
H -1.012879 2.531093 1.199833 -0.053 0.181 -0.133
H 0.454136 2.843443 -0.738508 0.411 -0.222 -0.205
C 2.199401 -2.203423 0.660432 0.917 -0.591 -0.489
C 1.813843 -2.153600 2.131871 -0.729 0.526 -0.687
H 1.454761 -2.503385 -0.075303 -0.659 0.401 0.380
H 2.627162 -1.249776 0.350748 -0.017 -0.022 -0.138
H 2.954255 -2.981286 0.472599 0.200 0.285 0.317
H 2.700418 -1.991962 2.737676 0.012 -0.394 0.217
H 1.227115 -3.029094 2.404982 0.315 -0.101 0.346
H 1.176787 -1.280420 2.304434 -0.061 -0.080 0.032
```
Forces are in eV/Å.

## Properties
Orbital gap   0.33975 Ha
SMILES   Cc1ccc(O)cc1.CC
LUMO level   0.824 eV

Atomic partial charges in e from the natural (NBO) method, atoms 1 to 6: -0.6328, -0.0633, -0.1787, -0.2910, 0.2987, -0.6886

=====

Entry 2:
Here is 2 unconnected molecules or ions with the total composition C24H24O8 from the OMol25 dataset. Energies are from the ωB97M-V functional and the def2-TZVPD basis.

```
56
Properties=species:S:1:pos:R:3:forces:R:3
C -0.887487 -0.412452 8.131100 0.478 -0.640 -0.339
C -1.948074 -0.089272 7.078746 0.596 -1.057 0.229
O -2.471686 0.954368 7.086706 -1.199 2.198 0.218
O -2.362497 -1.012761 6.126420 0.837 -0.357 -0.017
C -1.379698 -1.223909 5.102575 -0.059 0.017 0.330
C -1.748567 -0.521264 3.759975 -0.291 -0.807 0.927
C -0.524536 -0.843193 2.845042 -0.055 0.338 0.563
C 0.533812 0.296893 2.893846 -0.689 0.151 0.510
C 0.216227 1.544900 2.017081 0.371 -0.070 -0.493
C -0.743532 1.296990 0.841193 0.364 0.395 -0.896
O -0.462561 2.328491 -0.136704 -0.140 -0.185 0.147
C -3.130454 -1.030417 3.306887 -0.359 -1.462 -0.549
O -4.120888 -0.034263 3.575647 2.446 0.419 -0.093
C -3.386615 1.104242 3.881727 0.505 -3.504 -0.245
O -3.890783 2.113111 4.063879 -1.449 3.956 0.587
O -2.046946 0.863687 3.973442 0.270 -0.271 -0.369
H -0.252277 0.476059 8.264969 -0.349 -0.277 -0.104
H -1.367148 -0.622496 9.100969 0.003 0.054 -0.488
H -0.238349 -1.266695 7.873180 -0.374 0.266 0.083
H -1.326169 -2.308859 4.887844 -0.068 0.482 0.160
H -0.396241 -0.903284 5.495735 -0.246 -0.054 -0.462
H -0.819380 -1.162980 1.833356 0.073 0.376 0.308
H -0.049741 -1.727948 3.314632 -0.215 0.308 -0.399
H 0.565231 0.640955 3.948771 0.117 -0.209 -0.473
H 1.528742 -0.140401 2.702512 -0.441 0.318 -0.283
H 1.172306 1.879795 1.568544 -0.504 -0.118 0.080
H -0.153381 2.410613 2.591509 0.061 -0.568 0.000
H -1.817330 1.390391 1.092944 0.451 -0.343 0.307
H -0.549210 0.327550 0.337647 -0.127 0.298 0.471
H -1.009444 2.158873 -0.915953 0.149 0.033 0.234
H -3.079512 -1.253922 2.224885 -0.339 0.090 0.378
H -3.440864 -1.928495 3.867893 0.247 0.230 -0.393
O 2.237615 0.048423 -7.714086 -0.023 -0.017 0.090
C 1.963270 -0.033509 -6.533668 0.115 0.052 -0.483
C 1.387291 -1.285672 -5.974582 -0.051 -0.056 0.132
C 1.182369 -2.377358 -6.811017 -0.038 -0.180 -0.062
C 0.682642 -3.561531 -6.293381 0.007 0.044 0.060
C 0.386431 -3.661349 -4.937124 0.021 0.063 -0.044
C 0.573047 -2.570768 -4.103076 -0.069 -0.190 0.013
C 1.067900 -1.378119 -4.618790 0.036 -0.042 -0.138
C 1.247112 -0.209327 -3.717822 -0.091 0.022 0.436
O 0.920126 -0.269699 -2.549290 -0.053 -0.058 0.014
C 1.840966 1.034617 -4.270564 0.065 0.101 -0.129
C 2.048270 2.125839 -3.431376 0.047 0.141 0.089
C 2.632009 3.279408 -3.930054 0.002 -0.047 -0.078
C 3.011548 3.348919 -5.267420 -0.046 -0.061 0.050
C 2.794061 2.270028 -6.109534 0.082 0.190 -0.028
C 2.203969 1.111584 -5.616890 -0.005 0.034 0.159
H 1.417056 -2.303778 -7.865179 0.049 0.135 0.067
H 0.527742 -4.412182 -6.945623 0.007 0.031 0.019
H 0.007510 -4.591630 -4.532086 0.004 0.034 -0.014
H 0.337138 -2.649078 -3.049491 0.037 0.151 -0.028
H 1.759190 2.077152 -2.388215 -0.048 -0.148 -0.062
H 2.796236 4.126372 -3.275380 -0.013 -0.034 -0.014
H 3.476017 4.248386 -5.652484 -0.020 -0.031 0.006
H 3.087538 2.328962 -7.149866 -0.081 -0.139 0.018
```
Forces are in eV/Å.

## Properties
Orbital gap   0.32505 Ha
SMILES   CC(=O)OC[C@@]1(CCCCO)COC(=O)O1.O=C1c2ccccc2C(=O)c2ccccc21
LUMO level   -1.075 eV

Atomic partial charges in e from the natural (NBO) method, atoms 1 to 6: -0.7399, 0.8002, -0.5102, -0.5535, -0.0905, 0.2026

=====

Entry 3:
Here is 2 unconnected molecules or ions with the total composition C4H8O from the OMol25 dataset. Energies are from the ωB97M-V functional and the def2-TZVPD basis.

```
13
Properties=species:S:1:pos:R:3:forces:R:3
C -1.591764 0.773991 0.761038 -0.258 -0.007 0.121
C 0.263009 -0.147212 -0.423161 0.142 0.150 -0.030
C 0.955402 -1.451609 -0.715800 0.051 -0.084 0.002
C 0.857239 0.931432 0.215980 -0.089 -0.067 -0.001
O 0.155283 1.834687 0.750480 0.073 -0.152 -0.125
H -2.133608 0.031645 0.182601 0.146 0.093 0.044
H -1.348549 0.462377 1.769023 0.017 0.035 -0.161
H -2.015569 1.768597 0.679096 0.105 -0.132 -0.012
H -0.501294 0.169053 -1.131572 0.045 0.016 0.127
H 1.220438 -1.568080 -1.775360 -0.058 0.031 0.162
H 0.316178 -2.304434 -0.452857 0.090 0.131 -0.030
H 1.873354 -1.550444 -0.125165 -0.147 0.017 -0.079
H 1.949883 1.049991 0.265695 -0.118 -0.031 -0.019
```
Forces are in eV/Å.

## Properties
Orbital gap (alpha / beta)   0.28142 / 0.28154 Ha
LUMO level (alpha / beta)   -0.146 / -0.144 eV

Atomic partial charges in e from the natural (NBO) method, atoms 1 to 6: -0.3130, -0.3996, -0.6373, 0.3004, -0.5601, 0.1782

=====

Entry 4:
Here is a molecular structure, C28H35N5NiP2 from the OMol25 dataset. Energies are from the ωB97M-V functional and the def2-TZVPD basis.

```
71
Properties=species:S:1:pos:R:3:forces:R:3
Ni -0.669369 -2.711201 4.507149 0.515 -1.335 -0.845
C 3.707363 -3.250787 2.149460 1.007 1.026 -0.402
C 2.958052 -2.162871 2.356095 -0.097 -0.789 0.940
C 2.102262 -1.452927 1.360562 -0.199 0.565 -0.422
C 0.695152 -1.958314 0.958231 -0.088 0.734 0.038
C 0.449521 -3.427624 0.890384 0.082 -0.735 -0.009
C 1.312630 -4.366754 0.486237 -0.628 0.776 0.536
C 2.647078 -4.032089 -0.081852 0.477 -0.480 -0.549
C 3.823970 -4.057391 0.893005 0.238 -0.422 -0.085
C -0.237652 -4.580136 3.788157 -0.816 -0.726 -0.174
H 4.534140 -3.464133 2.843482 -0.905 -0.195 0.290
H 2.925230 -1.768477 3.385563 0.329 -0.048 -0.649
H 2.639094 -1.306544 0.418993 0.248 -0.187 0.258
H 1.957477 -0.434650 1.754490 -0.019 -0.222 -0.085
H -0.037068 -1.533857 1.670913 0.127 -0.103 -0.260
H 0.493654 -1.459056 -0.014648 -0.205 -0.269 0.397
H -0.522651 -3.708766 1.288995 0.189 -0.211 -0.217
H 1.064452 -5.423696 0.593809 -0.069 0.227 -0.084
H 2.638409 -3.073587 -0.609048 -0.166 -0.232 -0.014
H 2.863168 -4.819484 -0.817643 0.049 0.352 -0.150
H 4.002413 -5.088935 1.219154 -0.149 -0.056 -0.065
H 4.737264 -3.823047 0.312862 -0.217 0.192 0.350
H 0.836959 -4.801795 3.665220 -0.584 0.559 0.046
H -0.773049 -4.948423 2.896264 -0.083 0.133 0.605
H -0.571607 -5.061642 4.734405 0.018 -0.067 -0.600
P -2.161391 0.556371 -0.992609 -1.718 0.768 -2.547
P 0.191231 2.445445 0.431672 1.376 1.098 -2.224
N -2.327477 -0.407411 -2.439957 0.489 -1.060 -0.223
N -3.823970 1.185486 -1.092127 -0.359 0.226 0.992
N 1.547959 2.345431 -0.743981 0.000 -0.702 0.153
N 0.671237 3.953411 1.094086 -0.188 1.133 1.194
C -1.370561 2.007122 -1.866693 0.251 -0.154 0.473
C -1.031194 3.088048 -0.831136 -0.167 -0.268 0.142
C -2.108116 -1.789995 -2.449574 -0.159 0.562 -1.170
C -2.228820 -2.243144 -3.754803 -0.016 0.768 0.741
C -2.545492 -1.113607 -4.579110 0.046 0.593 1.355
C -2.607770 -0.004210 -3.744185 0.367 -1.079 -0.183
C -4.753538 0.890933 -0.084510 -0.149 0.506 -0.839
C -5.964713 1.473708 -0.410552 0.758 -0.047 -0.158
C -5.786489 2.175161 -1.649963 1.425 -0.666 0.095
C -4.465584 1.967871 -2.058527 -1.029 -0.109 1.157
C 2.479933 1.311761 -0.674316 0.132 0.396 -0.325
C 3.356288 1.406806 -1.737821 -0.700 0.161 0.352
C 2.950833 2.537503 -2.515153 -0.911 -0.013 0.981
C 1.842919 3.093918 -1.884950 0.521 -0.441 -0.183
C 1.352110 5.050961 0.540434 -0.756 0.475 1.456
C 1.241244 6.120601 1.424959 -0.464 -1.503 -0.240
C 0.455440 5.677741 2.549797 0.087 -0.832 -0.818
C 0.116212 4.353558 2.327560 0.850 0.939 -0.834
H -2.012915 2.410175 -2.665040 0.248 -0.210 0.484
H -0.463353 1.625058 -2.360905 -0.149 0.112 0.206
H -0.650183 3.986646 -1.336824 -0.096 -0.185 0.409
H -1.928725 3.362030 -0.249516 0.181 0.067 -0.262
H -1.884157 -2.293650 -1.525397 0.058 -0.133 -0.003
H -2.094245 -3.253226 -4.090721 -0.019 -0.175 0.024
H -2.716790 -1.109608 -5.640680 -0.010 0.000 -0.059
H -2.807920 1.028195 -3.972033 0.035 -0.219 -0.117
H -4.445117 0.280225 0.757512 -0.158 0.154 -0.177
H -6.876071 1.411635 0.165881 0.113 0.012 -0.021
H -6.524468 2.755893 -2.180287 0.033 -0.069 -0.014
H -3.960731 2.311997 -2.945869 -0.163 0.024 0.187
H 2.447039 0.628438 0.164452 0.043 0.212 -0.350
H 4.171783 0.731038 -1.950730 -0.057 0.095 0.071
H 3.409965 2.888292 -3.421424 0.010 0.119 -0.053
H 1.283638 3.989181 -2.136688 0.109 -0.399 -0.052
H 1.852479 4.992632 -0.405639 0.087 -0.077 0.055
H 1.664620 7.098518 1.280556 0.072 0.037 -0.001
H 0.174078 6.266799 3.402345 -0.011 0.028 0.132
H -0.462360 3.649029 2.903786 0.047 0.059 0.064
N 2.165532 -3.126529 5.525651 -2.232 0.046 -0.702
C 1.050715 -3.000054 5.172789 3.117 1.264 1.984
```
Forces are in eV/Å.

## Properties
<S²>   2.007
Spin multiplicity   3
Orbital gap (alpha / beta)   0.25585 / 0.24720 Ha
LUMO level (alpha / beta)   -1.471 / -1.706 eV

Atomic partial charges in e from the Löwdin method, atoms 1 to 6: 0.6561, -0.1083, -0.1113, -0.2191, -0.1961, -0.1441

=====

Entry 5:
Here is a single C5H6O2S molecule from the OMol25 dataset. Energies are from the ωB97M-V functional and the def2-TZVPD basis.

```
14
Properties=species:S:1:pos:R:3:forces:R:3
C -2.352252 -1.083207 0.237832 0.685 1.296 0.923
C 1.394314 -0.626678 0.227511 1.908 1.318 -0.845
C -1.618503 -0.026186 0.444351 -0.024 -0.452 -2.427
C 0.627599 0.728144 -0.072064 1.430 -3.850 0.501
C -0.708617 0.466178 -0.693491 -0.836 2.412 4.592
O -2.995943 -2.020044 0.199530 -1.333 -2.144 -0.532
O 3.574571 0.575769 0.091658 1.454 0.988 -0.121
S 3.055654 -0.768591 0.289040 -3.566 0.220 -0.044
H -1.888792 0.476484 1.328061 0.147 0.903 0.880
H 0.852067 -1.529793 0.314587 -0.614 -0.872 0.222
H 0.613568 1.177910 0.891991 -0.471 0.940 0.593
H 1.096955 1.327142 -0.773474 1.986 1.138 -0.907
H -0.691423 -0.170784 -1.481369 0.146 -1.915 -2.376
H -0.959203 1.473662 -1.004169 -0.912 0.019 -0.459
```
Forces are in eV/Å.

## Properties
Orbital gap   0.33137 Ha
LUMO level   -0.011 eV

Atomic partial charges in e from the natural (NBO) method, atoms 1 to 6: 0.7217, -0.4771, -0.5768, -0.4223, -0.3745, -0.4450

=====

Entry 6:
Here is a single C2H6FN molecule from the OMol25 dataset. Energies are from the ωB97M-V functional and the def2-TZVPD basis.

```
10
Properties=species:S:1:pos:R:3:forces:R:3
C 1.053446 -0.561373 0.236682 -0.106 0.117 0.031
C -0.387057 -0.357271 -0.122163 -2.413 3.685 0.882
N -1.068118 1.158402 0.332390 2.072 -3.612 -0.191
F -0.553455 -0.398746 -1.481414 0.145 -0.274 -0.537
H 1.609629 0.370943 0.283019 0.010 0.094 -0.020
H 1.489356 -1.184246 -0.544958 0.042 -0.037 0.086
H 1.138525 -1.078902 1.186680 0.053 0.036 0.125
H -1.085633 -1.071787 0.317033 0.206 0.036 -0.030
H -1.841715 1.281231 -0.308596 0.015 -0.067 -0.174
H -0.354979 1.841748 0.101327 -0.022 0.022 -0.172
```
Forces are in eV/Å.

## Properties
Orbital gap   0.40630 Ha
SMILES   C[C@@H](N)F
LUMO level   1.186 eV

Atomic partial charges in e from the natural (NBO) method, atoms 1 to 6: -0.6741, 0.3689, -0.8680, -0.3696, 0.2213, 0.2361

=====

Entry 7:
Here is a gas-phase ion, C3H3N2O (charge +1) from the OMol25 dataset. Energies are from the ωB97M-V functional and the def2-TZVPD basis.

```
9
Properties=species:S:1:pos:R:3:forces:R:3
C -3.412274 -0.296889 -0.018232 1.021 3.546 0.469
C -1.247416 -0.475371 0.120813 -0.723 -1.001 -0.290
C 0.067955 -0.208997 -0.039335 1.683 2.757 1.679
N -2.272497 -1.037163 0.051757 -1.325 -2.757 0.082
N -4.587881 0.104311 -0.100094 -6.148 -3.773 -0.618
O -3.189946 0.986005 0.028072 4.045 2.471 0.321
H 0.361066 -0.444679 -0.994482 0.487 -0.681 -2.755
H 0.738361 -0.765585 0.603047 0.106 0.244 0.736
H 0.085422 0.918244 0.015049 0.854 -0.806 0.376
```
Forces are in eV/Å.

## Properties
<S²>   2.028
Spin multiplicity   3
Orbital gap (alpha / beta)   0.23421 / 0.37707 Ha
Charge   +1
LUMO level (alpha / beta)   -6.868 / -7.744 eV

Atomic partial charges in e from the natural (NBO) method, atoms 1 to 6: 0.5445, 0.7469, -0.8006, -0.3668, 0.0767, -0.1999